Entry from the Open Molecules 2025 dataset: a single C5H6ClNO molecule (ωB97M-V/def2-TZVPD).

Energy relative to the best compared isomer or geometry (same formula, charge and spin), eV: 2.153
LUMO energy, eV: 0.73
Charge: 0
2S+1: 1
SMILES: C=C(Cl)[C@@H]1CN1C=O

```
14
Properties=species:S:1:pos:R:3:forces:R:3
C 1.268 -0.025 0.073 -0.2 0.4 0.4
C 1.543 0.600 1.193 0.9 0.0 1.2
C 0.193 0.345 -0.872 -0.8 0.2 -0.4
C -1.127 0.991 -0.454 1.3 -1.3 0.8
C -1.347 -1.484 -0.087 0.1 0.2 0.2
H 2.362 0.300 1.885 -0.7 0.2 -0.8
H 0.986 1.468 1.467 -0.4 0.4 0.2
H 0.565 0.587 -1.849 0.1 0.1 -0.4
H -1.631 1.740 -1.036 0.0 0.0 -0.3
H -1.211 1.053 0.629 -0.3 0.2 -0.2
H -0.627 -2.242 -0.364 0.2 -0.9 0.1
N -1.057 -0.392 -0.934 -1.3 0.4 0.9
O -2.206 -1.632 0.757 0.7 0.8 -1.2
Cl 2.289 -1.309 -0.408 0.3 -0.8 -0.5
```
Positions in Å, forces in eV/Å.

Results of the natural (NBO) charge analysis, in e, for atoms 1 through 8:
1 C -0.07
2 C -0.37
3 C -0.10
4 C -0.23
5 C 0.54
6 H 0.22
7 H 0.21
8 H 0.22

Entry from the Open Molecules 2025 dataset: a molecular structure, C5H6ClNO (ωB97M-V/def2-TZVPD).

Energy relative to the best compared isomer or geometry (same formula, charge and spin), eV: 3.050
LUMO energy, eV: 0.97
Charge: 0
2S+1: 1

```
14
Properties=species:S:1:pos:R:3:forces:R:3
C -0.061 0.853 -0.454 -0.4 -0.9 -0.1
C 0.962 -0.345 -0.248 0.7 1.0 0.4
C -0.860 -0.125 0.471 0.6 -0.1 -0.2
C -1.056 -1.330 -0.466 -1.5 0.1 -0.8
C 0.294 -1.494 -1.040 0.8 1.2 -0.8
H -0.448 1.050 -1.472 0.3 -0.1 0.6
H 2.068 -0.235 -0.280 -0.9 0.1 0.1
H -1.646 0.222 1.155 0.3 -0.2 -0.3
H -1.947 -1.419 -1.092 0.2 0.0 0.4
H 0.123 -2.514 0.704 -0.1 0.0 -0.2
H 0.527 -1.685 -2.104 -0.1 0.2 0.8
N -0.270 -2.516 -0.240 -0.3 -1.0 0.8
O 0.402 -0.492 1.104 0.2 0.1 -0.5
Cl 0.254 2.398 0.374 0.3 -0.3 -0.3
```
Positions in Å, forces in eV/Å.

Results of the natural (NBO) charge analysis, in e, for atoms 1 through 8:
1 C -0.22
2 C 0.06
3 C 0.05
4 C -0.12
5 C -0.13
6 H 0.22
7 H 0.22
8 H 0.22

Entry from the Open Molecules 2025 dataset: a single C5H6ClNS molecule (ωB97M-V/def2-TZVPD).

Energy relative to the best compared isomer or geometry (same formula, charge and spin), eV: 2.221
LUMO energy, eV: -0.38
Charge: 0
2S+1: 1
SMILES: C=C(Cl)/C(N)=C\C=S

```
14
Properties=species:S:1:pos:R:3:forces:R:3
C -0.387 0.396 -0.161 2.6 1.7 0.3
C 0.868 1.022 -0.283 -1.6 1.5 -0.7
C 2.142 0.423 -0.371 2.0 -1.3 -0.7
C -0.613 -0.995 0.274 0.4 1.4 -1.7
C -0.828 -1.388 1.487 -0.2 -1.8 1.7
H -2.361 0.604 -0.912 2.8 1.3 2.1
H -1.384 2.054 -0.923 0.1 -2.2 1.5
H 0.842 2.134 -0.581 -0.1 -1.8 0.4
H 3.059 0.958 -0.823 -1.9 0.0 0.9
H -1.078 -2.473 1.588 0.3 1.1 0.4
H -0.649 -0.742 2.371 -0.4 -0.5 -0.9
N -1.510 1.125 -0.378 -3.4 0.9 -3.4
S 2.524 -1.171 -0.127 -0.1 0.5 0.2
Cl -0.625 -1.946 -1.162 -0.4 -0.8 -0.2
```
Positions in Å, forces in eV/Å.

Results of the natural (NBO) charge analysis, in e, for atoms 1 through 8:
1 C 0.26
2 C -0.39
3 C -0.29
4 C -0.08
5 C -0.38
6 H 0.41
7 H 0.39
8 H 0.20

Entry from the Open Molecules 2025 dataset: a molecular structure, C5H6CsLiO3 (ωB97M-V/def2-TZVPD).

Energy relative to the best compared isomer or geometry (same formula, charge and spin), eV: 0.000
LUMO energy, eV: -6.53
Charge: +2
2S+1: 1

```
16
Properties=species:S:1:pos:R:3:forces:R:3
O -1.892 2.010 1.494 -0.6 0.5 -0.4
C -0.492 1.615 1.083 0.1 -2.4 -0.7
C -2.796 1.140 1.514 0.0 -1.5 2.6
O 0.205 2.605 1.037 1.0 1.2 -0.1
O -0.358 0.427 0.860 0.0 0.8 0.1
C -4.143 1.433 1.978 -0.2 0.9 -0.8
Li 1.789 3.369 0.509 -0.5 0.0 0.3
H -2.548 0.050 1.513 0.2 0.9 -1.1
H -4.514 0.652 2.650 0.0 0.2 -0.3
H -4.218 2.435 2.414 -0.1 -0.2 -0.1
Cs 2.006 -2.392 -1.398 0.0 -0.1 0.0
C -4.788 1.372 0.561 -0.4 -0.2 0.1
C -4.739 2.381 -0.312 0.6 -0.3 0.0
H -5.157 2.269 -1.313 -0.1 0.1 0.4
H -5.287 0.435 0.313 0.1 0.3 0.0
H -4.204 3.309 -0.094 -0.3 -0.2 0.0
```
Positions in Å, forces in eV/Å.

Results of the natural (NBO) charge analysis, in e, for atoms 1 through 8:
1 O -0.45
2 C 1.00
3 C 0.54
4 O -0.82
5 O -0.67
6 C -0.54
7 Li 0.99
8 H 0.23

Entry from the Open Molecules 2025 dataset: a molecular structure, C5H6EuLiO4 (ωB97M-V/def2-TZVPD).

Energy relative to the best compared isomer or geometry (same formula, charge and spin), eV: 0.196
LUMO energy (alpha / beta), eV: -12.20 / -11.96
Charge: +3
2S+1: 8

```
17
Properties=species:S:1:pos:R:3:forces:R:3
O 1.611 0.081 2.858 2.9 0.2 0.6
C 0.464 -0.169 2.390 -2.7 0.5 -1.2
O -0.558 -0.268 3.057 1.0 -0.2 0.0
O 0.416 -0.181 1.006 1.9 -0.5 1.4
C -0.775 -0.427 0.416 -1.4 -2.0 -3.2
C -0.696 -0.741 -1.028 0.3 2.5 -0.5
Li 0.557 0.018 4.715 -0.7 -0.1 0.0
H -1.567 0.246 0.768 -0.2 -1.0 0.0
H -1.024 -1.712 0.059 -0.2 1.8 2.9
H -1.716 -0.852 -1.420 0.7 -0.4 -0.3
H 0.172 -1.358 -1.283 -0.6 0.0 -0.4
Eu 4.015 0.364 2.446 -0.7 -0.1 0.1
C -0.184 0.885 -2.155 0.1 -0.2 1.2
C -0.311 0.746 -3.520 -0.3 -0.2 -1.9
O -0.443 0.597 -4.639 0.2 0.1 1.9
H 0.862 1.069 -1.878 -0.3 -0.1 -0.3
H -0.821 1.703 -1.793 0.0 -0.3 -0.2
```
Positions in Å, forces in eV/Å.

Results of the natural (NBO) charge analysis, in e, for atoms 1 through 8:
1 O -1.00
2 C 0.99
3 O -0.67
4 O -0.53
5 C 0.00
6 C -0.33
7 Li 0.98
8 H 0.26

Entry from the Open Molecules 2025 dataset: a single C5H6F2N2 molecule (ωB97M-V/def2-TZVPD).

Energy relative to the best compared isomer or geometry (same formula, charge and spin), eV: 6.818
LUMO energy (alpha / beta), eV: -0.97 / -0.96
Charge: 0
2S+1: 1

```
15
Properties=species:S:1:pos:R:3:forces:R:3
C 0.294 0.070 0.387 0.1 2.8 -1.8
C 0.501 1.341 0.730 -1.9 3.4 -1.1
C -0.018 1.084 -1.851 0.6 -2.8 1.5
C -0.824 -2.076 0.633 2.7 0.8 2.1
C 0.503 -1.306 0.585 -0.2 -1.0 2.2
N 0.268 2.491 -0.067 1.5 -1.8 4.6
N 0.023 2.234 -1.316 -0.3 1.3 -1.2
F 0.580 1.712 2.047 0.4 -0.8 -1.2
F -0.285 0.989 -3.156 -0.1 0.2 0.4
H -1.172 -1.898 1.626 -0.9 0.5 0.6
H -0.567 -3.089 0.690 -0.4 -1.8 -1.1
H -1.405 -1.590 -0.056 -2.0 -0.1 -2.0
H 1.221 -1.637 -0.105 0.9 -0.9 -1.1
H 1.003 -1.469 1.604 -0.3 0.7 -1.2
H -0.121 3.145 -1.751 -0.1 -0.4 -0.9
```
Positions in Å, forces in eV/Å.

Results of the natural (NBO) charge analysis, in e, for atoms 1 through 8:
1 C 0.11
2 C 0.41
3 C 0.45
4 C -0.59
5 C -0.54
6 N -0.42
7 N -0.36
8 F -0.31

Entry from the Open Molecules 2025 dataset: a single C5H6F3N3 molecule (ωB97M-V/def2-TZVPD).

Energy relative to the best compared isomer or geometry (same formula, charge and spin), eV: 1.639
LUMO energy, eV: 0.17
Charge: 0
2S+1: 1
SMILES: N/C=N/C=C\C=N\C(F)(F)F

```
17
Properties=species:S:1:pos:R:3:forces:R:3
C 1.359 0.937 1.189 -0.3 0.0 1.3
C -0.046 0.864 1.287 0.7 -2.5 -2.3
C 2.130 0.247 0.275 -2.4 0.9 0.5
C 0.777 -1.188 -1.027 0.5 3.4 -2.8
C -2.142 0.119 0.576 -0.3 0.8 1.3
N 1.720 -0.368 -0.806 0.8 0.2 -0.3
N -0.759 -0.020 0.658 -0.1 0.3 -0.1
N 0.183 -1.053 -2.222 2.1 1.0 -0.1
F -2.792 -0.353 1.669 0.2 -0.7 0.0
F -2.704 1.375 0.480 1.0 0.0 -0.5
F -2.542 -0.549 -0.492 -0.7 -0.5 -0.6
H 1.715 1.652 1.945 0.8 -0.5 -0.7
H -0.522 1.551 1.860 -1.4 2.5 1.8
H 3.120 0.441 0.222 3.3 0.7 0.4
H 0.624 -1.860 -0.299 -1.6 -2.9 1.9
H 0.487 -0.282 -2.838 -0.2 -0.8 1.0
H -0.608 -1.512 -2.477 -2.4 -1.7 -0.6
```
Positions in Å, forces in eV/Å.

Results of the natural (NBO) charge analysis, in e, for atoms 1 through 8:
1 C -0.44
2 C 0.17
3 C 0.14
4 C 0.39
5 C 1.06
6 N -0.52
7 N -0.61
8 N -0.76

Entry from the Open Molecules 2025 dataset: a single C5H6F3NO2S molecule (ωB97M-V/def2-TZVPD).

Energy relative to the best compared isomer or geometry (same formula, charge and spin), eV: 0.000
LUMO energy, eV: 0.22
Charge: 0
2S+1: 1
SMILES: O=C(O)[C@H]1CS[C@@H](C(F)(F)F)N1

```
18
Properties=species:S:1:pos:R:3:forces:R:3
C -1.673 -0.155 0.932 -1.1 0.4 2.6
C -0.229 1.929 0.300 -0.6 -1.5 -3.1
C -1.094 0.653 -0.227 1.9 -0.2 -1.2
C 1.179 0.018 -0.948 1.9 -2.6 1.8
C 1.836 -1.301 0.210 -1.2 4.7 1.2
N -0.189 -0.137 -1.153 -2.0 0.1 0.9
O -2.062 0.416 1.958 1.1 -1.2 -2.6
O -1.941 -1.487 0.827 -0.2 0.7 0.4
F 1.091 -1.204 1.365 -0.1 0.3 -0.6
F 1.665 -2.484 -0.206 0.0 -2.7 -1.6
F 3.107 -1.120 0.660 -0.5 0.0 -1.1
S 1.535 1.545 -0.065 -0.3 0.4 0.1
H -0.457 2.825 -0.300 -0.2 -0.4 0.5
H -0.469 2.027 1.307 0.0 0.4 1.8
H -1.971 0.884 -0.868 0.4 0.4 0.6
H 1.743 -0.199 -1.869 -0.1 0.5 0.4
H -1.524 -2.072 0.182 0.5 0.9 -0.4
H -0.546 -0.139 -2.105 0.6 0.0 0.3
```
Positions in Å, forces in eV/Å.

Results of the natural (NBO) charge analysis, in e, for atoms 1 through 8:
1 C 0.78
2 C -0.52
3 C -0.15
4 C -0.21
5 C 0.93
6 N -0.65
7 O -0.57
8 O -0.69

Q: What is the 2S+1 in the sixth record?
A: 1